# 1
DFT (ωB97M-V/def2-TZVPD) results for a single C38H31F9N2O2S molecule.

Results
HOMO, eV: -8.09
SMILES: Cc1ccc([C@@H](C(c2ccc(N(CC(F)(F)F)c3ccccc3)cc2)c2ccc(N(CC(F)(F)F)c3ccccc3)cc2)S(=O)(=O)C(F)(F)F)cc1

```
! wB97M-V def2-TZVPD RIJCOSX def2/J DEFGRID3
* xyz 0 1
S 0.53414 1.10954 3.99985
F -4.24887 -3.90790 -0.35792
F 2.33136 -0.63598 3.02042
F 7.00812 0.05519 1.42116
F 3.20814 1.06545 4.11775
F -4.74045 -4.66911 -2.36887
F 2.25882 -0.59129 5.20881
F 6.79535 -2.06620 0.83846
F -6.35747 -4.30007 -0.89852
F 5.05515 -0.94555 1.60135
O 0.81415 2.50247 3.72025
O -0.16872 0.73239 5.20633
N -3.89058 -2.05370 -2.37058
N 5.20339 0.96508 -0.37399
C -5.74784 0.87532 4.78764
C 3.83881 1.03309 -0.12170
C -3.67080 1.87495 3.78719
C -0.45808 0.34852 2.48139
C 6.28722 3.13208 -0.06924
C 6.18121 -0.86054 0.81514
C 7.62101 4.03358 -1.87976
C 2.20055 0.16921 4.10989
C -2.71225 -0.66798 3.14366
C -2.62279 0.49667 -0.00152
C -3.67548 -2.11644 -3.75695
C 1.61341 0.19558 -0.49870
C -2.57519 -2.80338 -4.29759
C 5.93844 2.04808 -0.88679
C 7.15905 4.10336 -0.55864
C 1.96306 1.95207 1.07751
C -2.48439 -2.98200 -5.67790
C 6.41175 1.97002 -2.21033
C -4.65013 -1.57285 -4.62224
C -4.53709 -1.73997 -5.99563
C -3.51632 -0.27043 -0.73496
C -5.23139 -2.41743 -1.90622
C -5.17276 -3.82393 -1.37258
C 2.97441 0.11419 -0.73226
C -3.04737 -1.36528 -1.48781
C -0.33746 0.86441 1.09917
C -0.95260 -1.20519 -0.29011
C -1.74376 -1.82960 -1.25131
C -1.88054 0.44774 3.01893
C -4.44659 0.74501 4.05935
C -1.31034 0.05072 0.21563
C 7.23022 2.97726 -2.71261
C -2.38761 1.72849 3.27775
C -3.46740 -2.46526 -6.52540
C 5.80392 -0.36759 -0.54978
C 3.30766 2.01112 0.73488
C -3.99074 -0.51776 3.67599
C 1.11805 0.96006 0.56295
H 6.70177 -0.26978 -1.16113
H -2.33776 -1.64299 2.82327
H -5.92689 -2.42393 -2.74902
H -4.57197 0.00184 -0.79896
H -1.64147 -3.54293 -6.07975
H -0.00763 -1.66461 -0.00102
H -4.05427 2.87768 3.98700
H -1.38653 -2.69962 -1.79773
H -1.77067 2.60215 3.06982
H 5.09858 -1.07985 -0.97675
H -4.63022 -1.39809 3.79602
H 1.56231 2.73127 1.71599
H 6.12647 1.10609 -2.81179
H -0.70571 1.90526 1.09278
H 7.56657 2.91666 -3.74677
H -5.55434 -1.75968 -1.09974
H -3.39548 -2.61925 -7.59931
H -2.95988 1.43656 0.44294
H -5.49623 -1.03505 -4.17788
H -5.30127 -1.30922 -6.64320
H 3.36964 -0.61649 -1.43266
H 3.95941 2.77514 1.15558
H 0.96525 -0.35827 -1.17214
H -0.03129 -0.66171 2.58538
H -1.84672 -3.24333 -3.61542
H 8.29267 4.80306 -2.26700
H -5.96308 1.92713 4.99598
H -6.57474 0.45654 4.20123
H 7.48395 4.91088 0.09590
H -5.71927 0.33004 5.74089
H 5.91645 3.15833 0.95594
*
```

Per-atom Mulliken charges, elementary charge units: atom 1 (S): 1.2831, atom 2 (F): -0.2472, atom 3 (F): -0.2188, atom 4 (F): -0.2809, atom 5 (F): -0.1986, atom 6 (F): -0.2760, atom 7 (F): -0.2304, atom 8 (F): -0.2901, atom 9 (F): -0.2832, atom 10 (F): -0.2108, atom 11 (O): -0.6415, atom 12 (O): -0.6508, atom 13 (N): 0.6360, atom 14 (N): 0.6244, atom 15 (C): -1.4853, atom 16 (C): 1.1199, atom 17 (C): -1.1496, atom 18 (C): -1.5666, atom 19 (C): -0.2221, atom 20 (C): 0.8386, atom 21 (C): -0.3587, atom 22 (C): 0.7051, atom 23 (C): -0.2174, atom 24 (C): -0.5756, atom 25 (C): 0.4311, atom 26 (C): -0.7644, atom 27 (C): -0.2469, atom 28 (C): -0.0622, atom 29 (C): -0.7770, atom 30 (C): -0.6570, atom 31 (C): -0.7229, atom 32 (C): 0.0064, atom 33 (C): -0.1371, atom 34 (C): -0.8548, atom 35 (C): -0.5908, atom 36 (C): -1.1269, atom 37 (C): 0.8070, atom 38 (C): -0.7174, atom 39 (C): 0.5144, atom 40 (C): 0.9441, atom 41 (C): -0.9335, atom 42 (C): -1.2070, atom 43 (C): 0.0713, atom 44 (C): 1.1927, atom 45 (C): -0.1585, atom 46 (C): -0.8861, atom 47 (C): -0.0122, atom 48 (C): -0.4348, atom 49 (C): -1.1177, atom 50 (C): -1.0164, atom 51 (C): -0.9619, atom 52 (C): -0.4693, atom 53 (H): 0.5899, atom 54 (H): 0.4662, atom 55 (H): 0.5310, atom 56 (H): 0.4677, atom 57 (H): 0.3828, atom 58 (H): 0.9565, atom 59 (H): 0.2845, atom 60 (H): 0.3532, atom 61 (H): 0.4222, atom 62 (H): 0.2858, atom 63 (H): 0.3989, atom 64 (H): 0.5081, atom 65 (H): 0.4649, atom 66 (H): 0.6967, atom 67 (H): 0.3728, atom 68 (H): 0.3921, atom 69 (H): 0.3724, atom 70 (H): 0.3979, atom 71 (H): 0.4593, atom 72 (H): 0.3731, atom 73 (H): 0.4044, atom 74 (H): 0.0395, atom 75 (H): 0.8150, atom 76 (H): 1.0259, atom 77 (H): 0.2004, atom 78 (H): 0.3672, atom 79 (H): 0.3584, atom 80 (H): 0.3379, atom 81 (H): 0.3751, atom 82 (H): 0.3146, atom 83 (H): 0.3700

---

# 2
DFT (ωB97M-V/def2-TZVPD) results for a molecular structure, C38H31N8O5RuS.

Results
HOMO (alpha / beta), eV: -6.69 / -6.71
⟨S²⟩: 0.775
Energy relative to the best compared isomer or geometry (same formula, charge and spin), kcal per mole: 78.8

```
! wB97M-V def2-TZVPD RIJCOSX def2/J DEFGRID3
* xyz 0 2
Ru 0.13501 -0.30057 0.86042
S -0.54989 0.58463 -2.28748
O -0.31709 1.76163 -3.09578
O 0.67351 -4.37238 1.59042
O 2.78451 1.38003 3.94612
O -5.34029 4.17452 0.05512
O -1.70169 0.69673 -1.41478
N 0.67991 0.15403 -1.34248
N 0.95941 1.98613 0.96742
N -1.70879 0.87692 1.65232
N 2.57321 -0.66067 0.36672
N -3.23819 2.40812 0.50812
N 0.18791 -2.17648 2.11752
N 1.08771 0.17173 2.96482
N -1.54059 -1.99647 0.17372
C 0.59911 -2.10927 3.40432
C 1.95291 0.15153 -1.79228
C -2.39589 1.58083 1.04182
C -0.32229 -3.14218 -3.82398
C 3.68861 0.53103 -3.43548
C 1.03441 -0.83287 3.88532
C -0.75279 -0.83437 -3.38188
C 5.28561 -0.37717 -0.20378
C 4.86321 -0.80267 1.02712
C -0.24369 -2.05318 -2.97358
C 4.33231 -0.10007 -1.20498
C -2.41229 -4.19318 -1.28848
C 2.61061 3.34873 2.01262
C 0.07501 -3.31817 1.40922
C 1.92771 1.20953 3.08182
C -4.24969 4.55522 0.86032
C 1.80551 2.21383 1.96772
C 1.26691 -1.77887 6.08882
C 1.36201 -0.69887 5.24072
C 2.52991 4.26953 0.98632
C 2.96321 -0.21477 -0.84488
C -3.03579 -2.96227 -1.41078
C -1.36829 -4.31358 -0.38728
C -5.58319 2.78922 0.13732
C 1.65141 4.01752 -0.05758
C -2.57549 -1.89947 -0.64348
C 2.34241 0.47043 -3.08738
C 0.88461 2.86212 -0.02378
C -0.95829 -3.18917 0.32162
C -0.90659 -3.00068 -5.07188
C 3.48861 -0.96327 1.25812
C -1.41269 -1.77537 -5.47508
C 0.84971 -3.02477 5.61972
C 0.52611 -3.19268 4.29392
C 4.67611 0.28433 -2.51498
C -1.32739 -0.68207 -4.62808
C -4.35749 1.98173 -0.30808
C -2.97009 3.83083 0.42432
H 0.19431 2.63162 -0.82518
H 6.33521 -0.24347 -0.42918
H 1.67061 0.26413 5.61412
H -5.84249 2.51493 1.17252
H 0.19251 -4.15048 3.92572
H 0.22201 -2.14017 -2.00158
H -2.74689 -5.04158 -1.86718
H -4.52959 0.91403 -0.17378
H -1.86059 -1.66867 -6.45148
H 5.71941 0.36163 -2.77998
H -2.13259 4.09182 1.07232
H 3.26781 3.46452 2.86042
H 1.51321 -1.65937 7.13272
H -6.43789 2.59693 -0.51228
H 1.58711 0.70213 -3.81958
H 5.56211 -1.00957 1.82222
H 3.12971 5.16783 1.00172
H -1.68289 0.29333 -4.92168
H 3.94931 0.80013 -4.44798
H 0.76221 -3.85727 6.30272
H -0.94189 -3.84368 -5.74498
H 3.14631 -1.34837 2.20702
H -0.86129 -5.24658 -0.20058
H -4.13259 2.18163 -1.36348
H -3.86549 -2.81857 -2.08588
H -4.45899 4.31822 1.91542
H -4.15239 5.63482 0.74422
H 1.56221 4.69402 -0.89268
H 0.08311 -4.09357 -3.51638
H -3.05099 -0.93297 -0.68938
H -2.72959 4.09743 -0.61338
*
```

Per-atom Mulliken charges, elementary charge units: atom 1 (Ru): 0.5749, atom 2 (S): 0.2273, atom 3 (O): -0.6676, atom 4 (O): -0.7211, atom 5 (O): -0.7643, atom 6 (O): -0.3880, atom 7 (O): -0.0916, atom 8 (N): 1.9976, atom 9 (N): 0.9878, atom 10 (N): -0.6474, atom 11 (N): 1.0373, atom 12 (N): 0.2016, atom 13 (N): 0.2501, atom 14 (N): 0.6474, atom 15 (N): 0.1077, atom 16 (C): 0.4931, atom 17 (C): -0.4865, atom 18 (C): 0.6047, atom 19 (C): -0.7125, atom 20 (C): -0.9617, atom 21 (C): 0.3843, atom 22 (C): 0.2335, atom 23 (C): -0.7278, atom 24 (C): -1.2187, atom 25 (C): -0.1624, atom 26 (C): 0.9564, atom 27 (C): -0.6122, atom 28 (C): -0.7698, atom 29 (C): -0.1507, atom 30 (C): -0.1184, atom 31 (C): -0.7348, atom 32 (C): 0.4092, atom 33 (C): -0.7292, atom 34 (C): -0.9197, atom 35 (C): -0.4702, atom 36 (C): -0.7206, atom 37 (C): -0.8080, atom 38 (C): -0.5561, atom 39 (C): -0.8199, atom 40 (C): -1.3467, atom 41 (C): -0.0900, atom 42 (C): -0.8170, atom 43 (C): -0.5017, atom 44 (C): 0.5165, atom 45 (C): -0.5548, atom 46 (C): -0.1127, atom 47 (C): -0.7793, atom 48 (C): -0.6850, atom 49 (C): -0.8226, atom 50 (C): -0.8879, atom 51 (C): -0.6840, atom 52 (C): -0.1802, atom 53 (C): -0.4061, atom 54 (H): 0.6825, atom 55 (H): 0.4439, atom 56 (H): 0.4495, atom 57 (H): 0.3882, atom 58 (H): 0.4578, atom 59 (H): 0.1758, atom 60 (H): 0.4638, atom 61 (H): 0.2653, atom 62 (H): 0.4222, atom 63 (H): 0.4170, atom 64 (H): 0.4313, atom 65 (H): 0.5690, atom 66 (H): 0.3936, atom 67 (H): 0.3783, atom 68 (H): 0.5414, atom 69 (H): 0.4620, atom 70 (H): 0.4368, atom 71 (H): 0.4801, atom 72 (H): 0.4316, atom 73 (H): 0.3986, atom 74 (H): 0.4170, atom 75 (H): 0.4304, atom 76 (H): 0.5203, atom 77 (H): 0.2084, atom 78 (H): 0.4804, atom 79 (H): 0.3684, atom 80 (H): 0.3721, atom 81 (H): 0.5436, atom 82 (H): 0.5170, atom 83 (H): 0.4104, atom 84 (H): 0.2411

---

# 3
DFT (ωB97M-V/def2-TZVPD) results for a molecular structure, C38H32BCl2F4MnOP2S3.

Results
HOMO (alpha / beta), eV: -8.06 / -8.31
⟨S²⟩: 6.463
Energy relative to the best compared isomer or geometry (same formula, charge and spin), kcal per mole: 13.7

```
! wB97M-V def2-TZVPD RIJCOSX def2/J DEFGRID3
* xyz 0 5
Mn -0.38937 -0.21474 -0.11011
Cl -0.69725 -2.49186 -1.37512
Cl 1.23748 -3.01424 -3.51715
S 1.94306 -1.18982 0.56768
S -0.62295 1.00632 -2.88194
S -0.17621 2.01817 1.14281
P 0.77884 -1.51476 2.17035
P -1.20709 0.74956 2.30118
F -3.24813 1.96645 -1.64637
F -3.55430 -0.01509 -2.79844
F -4.70496 0.38055 -0.85617
F -2.41540 -0.02409 -0.76090
O 0.31373 0.58315 -1.75495
C 0.46019 5.34498 -3.69974
C 1.17193 -0.75396 -6.66044
C 1.57326 -5.42180 3.01511
C -0.42691 2.31326 4.49484
C -1.84924 0.42268 4.96755
C 0.12086 0.30705 -4.35581
C 0.38497 -6.05504 2.67276
C 1.93776 -1.06923 6.04471
C 1.68955 -4.04809 2.88292
C 1.29297 -1.51730 4.90424
C -4.90954 2.39635 2.20769
C -5.19282 0.04447 1.78385
C -0.82222 -0.88885 1.75006
C 2.01320 -0.15376 -5.72944
C 1.48810 0.38212 -4.56679
C -0.64703 3.31659 -4.35941
C -0.33775 4.64442 -4.59641
C -1.28383 1.96781 6.71435
C 3.20120 0.49917 4.72751
C 0.94929 4.71739 -2.56517
C -2.99709 0.95016 2.10328
C 0.60887 -3.30549 2.41299
C -0.14351 2.70089 -3.22290
C -3.82085 -0.13954 1.85842
C 0.76032 -3.38975 -1.85944
C -0.69206 -5.31535 2.20714
C 0.64203 3.38624 -2.31607
C -3.53893 2.22118 2.27835
C -5.73474 1.30699 1.96043
C -1.09368 1.17403 4.06860
C -0.58249 -3.93786 2.07622
C 2.55935 0.05971 3.58209
C -0.19345 -0.83288 -6.42938
C 2.88728 -0.06145 5.95576
C 1.60960 -0.95240 3.67251
C -1.94238 0.82243 6.28870
C -0.52838 2.71057 5.82142
C -0.72938 -0.30188 -5.26381
B -3.55895 0.61383 -1.55792
H -1.62184 -5.80882 1.95439
H 1.58551 -1.15996 -7.57474
H -5.33566 3.38195 2.34461
H -2.53755 0.24951 6.98896
H 0.30059 -7.13004 2.76982
H -0.02174 3.60726 6.15614
H 3.94690 1.28124 4.66010
H 0.56067 -2.31361 4.96162
H 2.40704 -6.00015 3.39207
H 0.52484 -4.44482 -1.79767
H -5.83892 -0.79625 1.56813
H 0.69433 6.38489 -3.88661
H -2.38374 -0.45234 4.61344
H 3.07853 -0.09795 -5.91116
H -3.38103 -1.11750 1.71395
H 2.12242 0.84614 -3.82113
H 3.38138 0.29077 6.85260
H 1.56594 5.26405 -1.86387
H 2.61473 -3.54568 3.14067
H 0.99875 2.88618 -1.42503
H 1.56002 -3.10311 -1.18662
H -1.41011 -3.33822 1.71848
H -1.36115 2.28117 7.74809
H -1.79021 -0.35976 -5.04745
H 0.14250 2.89248 3.77835
H 1.70008 -1.50770 7.00553
H -1.27900 2.76593 -5.04593
H 2.80176 0.47496 2.61152
H -6.80592 1.44792 1.89305
H -2.87755 3.06236 2.45314
H -0.84249 -1.31037 -7.15144
H -0.72190 5.13766 -5.47949
*
```

Per-atom Mulliken charges, elementary charge units: atom 1 (Mn): 0.5543, atom 2 (Cl): -0.0467, atom 3 (Cl): -0.1202, atom 4 (S): -0.7497, atom 5 (S): 0.8979, atom 6 (S): -0.6905, atom 7 (P): 2.2448, atom 8 (P): 1.6574, atom 9 (F): -0.4182, atom 10 (F): -0.2938, atom 11 (F): -0.2040, atom 12 (F): 0.0868, atom 13 (O): -0.7250, atom 14 (C): -0.4256, atom 15 (C): -0.4223, atom 16 (C): -0.6652, atom 17 (C): -0.2882, atom 18 (C): -0.7501, atom 19 (C): -0.0713, atom 20 (C): -0.4743, atom 21 (C): -0.7350, atom 22 (C): -0.4512, atom 23 (C): -0.3213, atom 24 (C): -0.7363, atom 25 (C): -0.6042, atom 26 (C): -1.3309, atom 27 (C): -0.6953, atom 28 (C): -0.3668, atom 29 (C): -0.5958, atom 30 (C): -0.6388, atom 31 (C): -0.4546, atom 32 (C): -0.7399, atom 33 (C): -0.7952, atom 34 (C): 0.5189, atom 35 (C): 0.2528, atom 36 (C): 0.5700, atom 37 (C): -0.0642, atom 38 (C): -0.1919, atom 39 (C): -0.8653, atom 40 (C): -0.0240, atom 41 (C): -0.6869, atom 42 (C): -0.5231, atom 43 (C): 1.0075, atom 44 (C): -0.2295, atom 45 (C): -0.4978, atom 46 (C): -0.5960, atom 47 (C): -0.4929, atom 48 (C): 0.1651, atom 49 (C): -0.7368, atom 50 (C): -0.7078, atom 51 (C): -0.1054, atom 52 (B): 0.0035, atom 53 (H): 0.4351, atom 54 (H): 0.3890, atom 55 (H): 0.4059, atom 56 (H): 0.4361, atom 57 (H): 0.3903, atom 58 (H): 0.4233, atom 59 (H): 0.4205, atom 60 (H): 0.4865, atom 61 (H): 0.4029, atom 62 (H): 0.4231, atom 63 (H): 0.4237, atom 64 (H): 0.3906, atom 65 (H): 0.4079, atom 66 (H): 0.3976, atom 67 (H): 0.2517, atom 68 (H): 0.3862, atom 69 (H): 0.4055, atom 70 (H): 0.4264, atom 71 (H): 0.4734, atom 72 (H): 0.2507, atom 73 (H): 0.0562, atom 74 (H): 0.3456, atom 75 (H): 0.3959, atom 76 (H): 0.5146, atom 77 (H): 0.4055, atom 78 (H): 0.4125, atom 79 (H): 0.4505, atom 80 (H): 0.3627, atom 81 (H): 0.3865, atom 82 (H): 0.4066, atom 83 (H): 0.4120, atom 84 (H): 0.3978